(1)
Computed, not measured: an isolated ion of composition FHNO3P and charge -2, with wB97M-V/def2-TZVPD.

The geometry in XYZ format:
```
7
Properties=species:S:1:pos:R:3:mulliken_charge:R:1
N -0.33 1.08 -0.21 -0.399
O 0.70 -0.55 1.83 -0.792
O 1.13 -1.30 -0.58 -0.803
O -1.25 -1.32 0.35 -0.782
F 0.47 2.14 -0.83 -0.313
P 0.15 -0.77 0.45 0.910
H -0.88 0.73 -1.01 0.179
```

Computed properties:
**Total charge**: -2
**SMILES**: O=P([O-])([O-])NF
**F_max**: 2.3 eV/Å
**Relative energy (zero: lowest compared OMol25 entry of this formula, charge and spin)**: 0.000 eV

---

(2)
Computed, not measured: C36H25AsCl3N5O7S4Tc as an isolated structure, with wB97M-V/def2-TZVPD.

The geometry in XYZ format:
```
82
Properties=species:S:1:pos:R:3:mulliken_spin:R:1
Tc 1.27 0.43 -1.70 0.684
O 5.44 2.43 -1.11 0.000
As 3.86 2.60 -1.96 0.004
O 3.46 4.18 -1.95 -0.001
O 2.89 1.57 -1.04 0.005
C 4.60 2.11 -3.70 0.004
C 5.71 2.86 -4.09 0.001
C 6.25 2.68 -5.35 0.000
C 5.70 1.75 -6.23 0.000
C 4.60 1.01 -5.85 -0.003
C 4.06 1.19 -4.59 0.005
S 2.63 0.28 -4.08 -0.007
O 2.16 -0.46 -5.21 -0.007
O 1.73 1.37 -3.59 0.006
O 3.05 -0.52 -2.92 0.007
H 5.25 2.66 -0.20 0.000
H 6.13 3.58 -3.40 0.000
H 7.11 3.26 -5.66 0.000
H 6.13 1.63 -7.22 0.000
H 4.14 0.29 -6.51 0.000
S -0.26 2.08 -0.88 -0.025
C -1.89 1.38 -0.86 -0.005
C -2.29 0.58 0.19 0.010
C -3.59 0.07 0.33 -0.007
C -3.97 -0.66 1.49 -0.002
N -4.27 -1.25 2.44 0.001
C -4.52 0.38 -0.68 0.004
C -4.15 1.17 -1.74 0.000
C -2.86 1.74 -1.89 0.004
S -2.57 2.76 -3.22 -0.002
C -5.87 -0.12 -0.61 -0.002
N -6.95 -0.50 -0.56 0.000
H -1.56 0.36 0.97 -0.002
H -4.89 1.40 -2.50 -0.001
Cl -2.58 -5.53 3.29 0.000
C -1.74 -4.04 3.57 0.004
C -1.45 -3.20 2.51 0.001
C -0.79 -2.01 2.76 0.003
C -0.40 -1.64 4.04 0.002
C 0.35 -0.33 4.26 0.000
C 1.78 -0.38 3.73 0.000
N 1.83 -0.66 2.31 0.000
C 2.18 -1.86 1.73 -0.002
C 1.96 -1.71 0.40 0.002
N 1.49 -0.44 0.17 -0.004
C 1.43 0.17 1.32 -0.010
O -0.27 0.76 3.60 0.000
C -1.53 1.12 4.15 0.000
C -1.90 2.46 3.59 0.000
C -2.69 3.36 4.24 0.000
Cl -3.40 3.17 5.79 0.000
S -2.95 4.80 3.33 0.000
C -1.97 4.20 2.05 -0.001
C -1.48 2.96 2.32 0.000
C -0.72 -2.51 5.08 0.001
Cl -0.27 -2.15 6.73 0.000
C -1.39 -3.70 4.86 0.000
H -1.75 -3.46 1.50 -0.001
H -0.60 -1.34 1.93 -0.008
H 0.43 -0.12 5.33 0.000
H 2.31 -1.19 4.24 0.000
H 2.27 0.56 3.94 0.000
H 2.51 -2.70 2.31 0.000
H 2.13 -2.40 -0.41 0.003
H 1.11 1.19 1.46 0.001
H -1.47 1.17 5.24 0.000
H -2.29 0.38 3.88 0.000
H -1.82 4.79 1.16 0.000
H -0.86 2.43 1.62 0.002
H -1.63 -4.35 5.69 0.000
N 0.01 -0.71 -2.19 0.140
C -0.90 -1.68 -2.36 -0.053
C -0.80 -2.90 -1.65 0.121
C -1.76 -3.88 -1.79 -0.085
C -2.86 -3.69 -2.63 0.145
C -2.95 -2.50 -3.34 -0.071
C -2.00 -1.51 -3.22 0.110
H 0.04 -3.05 -0.99 0.019
H -1.67 -4.81 -1.24 -0.004
H -3.62 -4.46 -2.73 0.014
H -3.80 -2.33 -4.00 -0.004
H -2.09 -0.57 -3.76 0.006
```

Computed properties:
**Expectation value of S²**: 0.77
**Spin multiplicity**: 2
**Total charge**: -2
**F_max**: 1.2 eV/Å
**Relative energy (zero: lowest compared OMol25 entry of this formula, charge and spin)**: 0.735 eV